116
Properties=species:S:1:pos:R:3:forces:R:3:lowdin_charge:R:1 method="wB97M-V/def2-TZVPD" multiplicity=2 homo_ev="-13.2 / -13.4" lumo_energy_ev="-5.8 / -7.1" total_charge=+2
Ir -1.741 -0.290 -1.339 0.23 0.47 0.18 0.9684
C 2.912 -2.791 -2.294 -0.02 0.03 0.02 -0.0192
C 2.274 -2.491 -0.976 -0.01 0.03 -0.12 -0.2070
C 2.558 -3.151 0.183 -0.08 0.02 0.14 0.1045
C 1.892 -2.831 1.403 0.05 -0.06 -0.07 -0.1742
N 1.044 -1.839 1.460 0.01 0.06 -0.09 0.2285
N 0.783 -1.196 0.316 -0.10 -0.02 0.49 0.0049
B -0.122 0.037 0.332 0.00 0.12 0.01 -0.7334
N 0.600 1.359 -0.018 -0.06 -0.01 -0.10 -0.0457
N 1.909 1.416 0.216 0.01 -0.01 0.02 0.2091
C 2.487 2.586 0.143 0.00 0.03 -0.01 -0.1803
C 1.726 3.751 -0.141 0.03 -0.03 0.00 0.0945
C 0.388 3.678 -0.398 -0.04 0.08 -0.03 -0.2192
C -0.465 4.866 -0.713 0.01 -0.04 0.00 -0.0276
C -0.175 2.380 -0.364 0.04 -0.10 0.04 -0.5462
S -1.828 2.034 -0.747 0.07 -0.12 0.02 0.7824
C 3.984 2.658 0.372 0.03 -0.03 0.00 -0.5451
C 4.267 3.670 1.492 -0.01 -0.01 0.01 -0.0251
C 4.546 1.292 0.767 -0.04 0.03 -0.01 -0.0444
C 4.644 3.122 -0.935 0.00 0.02 0.01 -0.0266
N -0.609 0.211 1.773 0.17 0.32 0.01 -0.0131
N 0.242 0.786 2.624 -0.05 0.02 -0.07 0.2107
C -0.039 0.722 3.899 -0.07 -0.05 0.03 -0.1723
C -1.191 0.022 4.353 0.10 0.06 -0.03 0.1071
C -2.057 -0.556 3.471 -0.18 -0.14 0.06 -0.2062
C -3.281 -1.321 3.855 -0.05 -0.03 -0.02 -0.0329
C -1.720 -0.397 2.105 -0.14 -0.11 0.23 -0.5329
S -2.674 -0.930 0.806 -0.07 -0.01 -0.25 0.8999
C 0.941 1.440 4.819 0.02 0.00 -0.01 -0.5376
C 2.337 0.832 4.623 -0.03 -0.02 0.01 -0.0322
C 0.530 1.320 6.285 0.03 0.01 0.00 -0.0485
C 0.969 2.922 4.415 -0.02 -0.01 0.00 -0.0335
C 1.268 -1.502 -0.866 0.20 -0.10 -0.23 -0.5348
S 0.527 -0.636 -2.152 -0.10 0.00 -0.11 0.9244
C 2.139 -3.623 2.672 0.03 0.02 0.05 -0.5394
C 3.606 -3.425 3.084 -0.02 -0.01 -0.04 -0.0235
C 1.215 -3.152 3.795 -0.05 0.03 -0.02 -0.0432
C 1.862 -5.106 2.386 0.02 -0.02 -0.02 -0.0210
H 3.480 -3.717 -2.250 0.01 0.01 0.01 0.0956
H 3.591 -1.983 -2.578 -0.01 0.00 -0.01 0.1011
H 2.157 -2.874 -3.077 -0.01 -0.01 0.00 0.0838
H 3.281 -3.956 0.173 0.00 0.01 0.02 0.1370
H 2.222 4.713 -0.167 0.00 -0.01 0.00 0.1351
H 0.116 5.785 -0.668 0.00 0.00 0.00 0.0952
H -1.294 4.941 -0.008 0.01 0.01 0.00 0.0959
H -0.903 4.776 -1.710 0.01 -0.01 0.01 0.0862
H 3.718 3.414 2.402 0.02 0.00 -0.01 0.0822
H 4.006 4.689 1.204 -0.01 -0.01 0.02 0.0852
H 5.331 3.660 1.727 0.00 0.01 -0.01 0.0987
H 4.121 0.941 1.709 -0.01 0.00 -0.02 0.0715
H 5.626 1.373 0.886 0.00 0.01 0.01 0.0968
H 4.340 0.541 0.004 0.01 0.00 0.00 0.0778
H 4.266 4.093 -1.262 0.01 -0.01 0.01 0.0847
H 4.476 2.400 -1.737 0.00 0.00 0.00 0.0926
H 5.719 3.221 -0.785 0.00 0.00 -0.01 0.0980
H -1.391 -0.049 5.413 0.01 0.00 0.00 0.1285
H -3.423 -1.318 4.932 0.00 0.03 0.02 0.0956
H -3.197 -2.357 3.510 0.05 0.15 0.06 0.0534
H -4.166 -0.890 3.381 0.00 0.05 0.02 0.0913
H 2.380 -0.189 5.008 0.00 0.01 -0.03 0.0805
H 3.075 1.425 5.165 -0.01 -0.01 0.01 0.0966
H 2.607 0.819 3.566 0.01 0.01 0.01 0.0606
H 0.494 0.280 6.616 0.00 0.01 0.00 0.0925
H -0.438 1.786 6.478 0.00 -0.01 0.00 0.0947
H 1.268 1.830 6.904 -0.01 0.00 0.00 0.0981
H 1.296 3.036 3.380 -0.01 0.00 0.01 0.0633
H 1.662 3.464 5.060 0.00 0.00 0.00 0.0954
H -0.018 3.379 4.520 0.01 0.00 -0.01 0.0937
H 3.821 -2.370 3.268 0.00 -0.01 0.01 0.0875
H 4.296 -3.791 2.322 0.02 0.01 0.00 0.0852
H 3.805 -3.978 4.002 0.00 -0.01 0.00 0.0976
H 1.376 -2.097 4.025 0.01 -0.03 0.00 0.0610
H 1.420 -3.738 4.691 0.02 0.00 0.00 0.0990
H 0.166 -3.293 3.527 0.08 0.03 0.04 0.0551
H 2.516 -5.509 1.610 -0.01 0.00 0.01 0.0845
H 0.825 -5.261 2.082 0.03 0.00 0.01 0.0783
H 2.039 -5.685 3.293 0.00 0.01 -0.01 0.1001
Cl -6.445 2.346 -3.068 0.00 0.03 -0.01 0.7622
C -5.793 0.907 -2.400 0.07 0.03 0.01 -0.6303
C -6.579 -0.215 -2.201 -0.09 -0.01 -0.01 -0.0319
C -5.980 -1.348 -1.683 0.01 -0.04 0.02 -0.0026
C -4.633 -1.335 -1.391 0.09 0.15 0.01 -0.1663
N -3.877 -0.237 -1.576 -0.12 0.00 -0.01 -0.1573
C -4.451 0.868 -2.071 0.01 -0.11 0.03 -0.1801
H -7.631 -0.195 -2.452 0.00 0.00 0.00 0.1299
H -6.549 -2.252 -1.515 0.00 0.00 0.00 0.1307
H -4.137 -2.216 -1.014 0.05 0.01 -0.01 0.0898
H -3.825 1.733 -2.233 0.00 0.02 -0.03 0.0626
N -1.960 -3.892 2.386 0.18 -0.13 -0.12 0.1627
C -1.587 -3.993 1.298 -0.05 -0.34 -0.26 -0.3617
N -1.130 -4.142 0.043 -0.02 0.31 0.37 0.1320
C -1.437 -3.196 -0.743 0.12 -0.05 0.00 -0.3621
N -1.695 -2.338 -1.507 -0.35 -0.46 -0.17 -0.0827
C 1.014 2.222 -5.759 -0.01 -0.04 -0.03 -0.0406
C 0.567 0.971 -6.165 0.00 0.01 0.01 -0.0381
C -0.376 0.294 -5.413 -0.02 -0.03 -0.02 -0.0124
C -0.871 0.853 -4.222 0.00 -0.01 0.00 -0.3716
C -0.404 2.108 -3.817 0.03 -0.03 0.03 -0.0491
C 0.518 2.786 -4.589 0.01 0.03 0.00 -0.0482
N -1.796 0.099 -3.474 0.00 0.06 0.11 -0.0455
C -2.791 -0.478 -4.264 0.05 -0.05 -0.05 -0.3065
C -3.394 0.308 -5.267 0.01 0.00 -0.02 -0.0054
C -4.388 -0.223 -6.064 0.01 0.00 0.00 -0.0416
C -4.773 -1.549 -5.900 -0.02 -0.01 0.00 -0.0364
C -4.170 -2.336 -4.921 0.01 0.00 -0.02 -0.0435
C -3.200 -1.809 -4.093 -0.03 -0.06 -0.05 -0.0283
H 1.742 2.757 -6.355 0.00 0.00 0.00 0.1181
H 0.953 0.520 -7.068 0.00 0.00 0.00 0.1200
H -0.708 -0.691 -5.711 0.01 0.01 -0.01 0.1323
H -0.811 2.562 -2.932 -0.03 0.03 0.06 0.0408
H 0.844 3.773 -4.287 0.00 -0.01 0.00 0.1142
H -3.095 1.343 -5.381 0.00 0.00 0.00 0.1319
H -4.860 0.393 -6.816 0.00 0.00 0.00 0.1203
H -5.538 -1.973 -6.537 0.00 0.00 0.00 0.1187
H -4.455 -3.375 -4.813 0.00 0.00 -0.01 0.1197
H -2.714 -2.424 -3.348 -0.07 0.05 -0.11 0.0769

=====

40
Properties=species:S:1:pos:R:3:forces:R:3:lowdin_charge:R:1 method="wB97M-V/def2-TZVPD" multiplicity=2 homo_ev="-8.8 / -8.4" lumo_energy_ev="-0.2 / 0.1"
Cr 0.288 0.383 -0.424 0.06 -0.02 0.00 0.6458
C 0.147 -2.240 -1.769 0.01 -0.01 -0.02 -0.1772
C -1.298 -1.715 -1.911 -0.02 0.00 0.01 -0.1764
N -1.551 -0.536 -1.043 0.02 0.00 -0.02 -0.1261
C -2.478 -0.799 0.087 -0.01 0.00 0.01 -0.1488
C -1.990 -0.128 1.364 -0.01 0.01 -0.01 -0.1567
N -0.533 -0.244 1.482 0.02 0.01 -0.02 -0.1168
C 0.050 -1.540 1.863 0.00 -0.01 0.01 -0.1495
C 0.228 -2.452 0.658 0.01 0.00 0.00 -0.1467
N 0.740 -1.720 -0.529 -0.01 0.01 0.02 -0.1130
H 0.750 -1.897 -2.603 0.00 0.00 0.00 0.0992
H 0.151 -3.334 -1.780 0.00 0.00 0.00 0.1251
H -2.019 -2.496 -1.668 0.00 0.00 0.00 0.1155
H -1.469 -1.430 -2.947 0.00 0.00 0.00 0.0764
H -1.920 0.214 -1.628 0.00 0.00 0.01 0.0448
H -2.545 -1.877 0.230 0.00 0.00 0.00 0.1073
H -3.485 -0.452 -0.151 0.00 0.00 0.00 0.1326
H -2.511 -0.554 2.228 0.00 0.00 0.00 0.1299
H -2.209 0.939 1.324 0.00 0.00 0.00 0.1266
H -0.212 0.433 2.171 -0.01 0.00 0.00 0.1050
H -0.557 -2.050 2.619 0.00 0.00 0.00 0.1327
H 1.016 -1.307 2.311 0.00 0.00 0.00 0.1077
H -0.723 -2.901 0.373 0.00 0.00 0.00 0.1060
H 0.892 -3.279 0.916 0.00 0.00 0.00 0.1333
H 1.752 -1.770 -0.564 0.00 -0.01 0.00 0.1416
O 1.493 3.821 -0.248 0.01 0.00 0.00 -0.1241
P 0.227 3.307 0.620 0.00 0.00 0.00 0.2349
O -0.618 4.407 1.077 -0.01 0.01 0.01 -0.2452
O -0.399 2.164 -0.176 -0.05 0.01 -0.02 -0.3641
O 0.978 2.577 1.858 -0.01 0.03 0.07 -0.2453
P 2.148 1.463 1.785 0.04 -0.01 -0.03 0.2278
O 3.488 2.302 1.670 0.00 0.01 0.01 -0.0827
O 2.102 0.619 2.983 -0.01 -0.01 0.02 -0.2452
O 1.953 0.757 0.424 -0.01 -0.03 -0.03 -0.3512
H 1.461 4.784 -0.306 0.00 0.00 0.00 0.0893
H 3.462 2.896 0.906 0.00 0.00 -0.01 0.0755
I -0.620 1.357 -3.770 0.01 0.00 0.01 0.7676
C 0.869 0.696 -2.347 -0.04 -0.04 -0.01 -0.6948
H 1.489 0.000 -2.908 0.01 0.01 -0.01 -0.0324
H 1.457 1.602 -2.174 0.01 0.00 0.00 -0.0287

=====

91
Properties=species:S:1:pos:R:3:forces:R:3:lowdin_charge:R:1 method="wB97M-V/def2-TZVPD" multiplicity=2 homo_ev="-7.7 / -10.1" lumo_energy_ev="-3.7 / -3.7" total_charge=+1
Ti 0.211 -0.326 0.528 -0.64 0.40 -0.69 0.9208
C -5.989 -4.177 1.303 -0.06 0.08 0.05 -0.0380
C -4.662 -3.485 1.332 0.01 -0.10 0.03 -0.2556
C -4.123 -3.025 2.514 0.32 0.39 -0.20 0.0379
C -2.922 -2.280 2.578 0.05 -0.54 -1.33 -0.0921
C -2.653 -1.630 3.789 1.36 1.40 0.64 0.0318
N -1.729 -0.712 4.014 -1.46 -1.36 -0.92 0.0634
C -1.799 0.153 5.171 -0.08 0.08 0.92 -0.1513
C -1.332 -0.556 6.458 0.18 0.22 0.08 -0.1354
C 0.092 -0.203 6.914 -0.18 -0.22 -0.07 -0.1737
N 1.113 -0.925 6.195 0.49 -0.30 1.39 0.0216
C 1.268 -0.816 4.879 -0.32 -0.03 -1.43 -0.1077
C 2.105 -1.580 4.062 -0.43 0.31 -0.31 -0.1227
C 3.095 -2.466 4.546 -0.20 0.24 -0.12 0.0231
C 3.874 -3.223 3.697 -0.10 -0.02 -0.49 -0.2737
C 4.969 -4.108 4.206 0.01 0.04 -0.05 -0.0446
C 3.623 -3.138 2.332 0.26 -0.24 0.32 0.0040
C 2.631 -2.306 1.788 -0.65 0.71 0.67 -0.1400
C 2.422 -2.398 0.381 0.12 -0.31 0.13 -0.0591
N 1.495 -1.885 -0.355 0.13 0.46 0.43 -0.0250
C 1.485 -2.418 -1.717 -0.11 -0.23 -0.75 -0.1873
C 0.882 -1.486 -2.760 -0.04 -0.15 0.27 -0.1416
C -0.647 -1.454 -2.677 0.24 0.11 -0.69 -0.1993
N -1.121 -1.483 -1.307 -0.17 -0.29 0.65 0.0220
C -2.074 -2.311 -1.089 0.35 0.29 -0.58 -0.0647
C -2.743 -2.544 0.159 -0.25 -0.07 0.78 -0.1037
C -3.961 -3.230 0.157 0.61 0.47 0.36 0.0530
C -2.154 -2.095 1.370 -0.37 -0.24 0.05 -0.2574
O -0.961 -1.598 1.378 -0.88 -0.96 0.71 -0.2432
C 1.893 -1.443 2.641 1.56 -2.15 0.60 -0.2763
O 1.044 -0.577 2.209 -0.83 0.56 -0.77 -0.2336
H -6.119 -4.794 2.187 -0.08 -0.12 0.04 0.0837
H -6.088 -4.800 0.418 -0.05 -0.09 -0.03 0.0822
H -6.791 -3.439 1.290 -0.09 -0.04 -0.03 0.0917
H -4.666 -3.184 3.434 -0.12 -0.03 0.18 0.1282
H -3.331 -1.830 4.611 -0.01 0.07 0.13 0.1527
H -1.137 -0.446 3.229 0.11 -0.03 -0.04 0.0373
H -2.835 0.480 5.298 0.09 -0.02 -0.13 0.1313
H -1.210 1.047 4.968 0.03 -0.05 -0.08 0.1110
H -1.396 -1.635 6.306 -0.05 -0.05 0.10 0.1170
H -2.007 -0.301 7.273 -0.11 0.07 0.00 0.1138
H 0.199 -0.452 7.969 0.01 0.08 -0.02 0.1273
H 0.250 0.873 6.795 -0.01 -0.04 0.11 0.0966
H 1.628 -1.641 6.685 -0.13 0.11 -0.02 0.1350
H 0.649 -0.082 4.391 0.06 0.11 0.06 0.1060
H 3.278 -2.503 5.610 0.05 -0.08 0.17 0.1086
H 4.953 -4.158 5.291 0.07 -0.04 0.10 0.0748
H 5.936 -3.718 3.888 0.11 -0.05 0.06 0.0869
H 4.868 -5.117 3.811 0.03 -0.09 0.01 0.0824
H 4.215 -3.735 1.655 0.07 -0.12 -0.11 0.1195
H 3.124 -3.085 -0.108 -0.15 0.09 0.02 0.1409
H 0.905 -3.354 -1.707 0.13 0.07 0.00 0.1328
H 2.512 -2.670 -2.019 -0.24 0.05 0.14 0.1273
H 1.162 -1.838 -3.754 0.01 0.02 0.04 0.1280
H 1.311 -0.494 -2.638 0.01 -0.21 -0.13 0.0785
H -1.054 -2.312 -3.233 0.06 0.14 0.13 0.1217
H -1.024 -0.549 -3.164 0.06 -0.11 0.03 0.1075
H -2.469 -2.916 -1.918 0.14 0.22 0.01 0.1398
H -4.379 -3.545 -0.788 -0.02 -0.10 -0.15 0.1299
O 3.550 2.555 0.988 -0.13 0.25 -0.16 -0.2545
S 2.909 1.362 1.459 0.51 0.17 0.95 0.6879
O 3.749 0.212 1.696 -0.13 0.39 -0.12 -0.2577
N 1.703 0.955 0.377 0.27 0.04 0.99 -0.2149
C 2.059 1.235 -0.922 0.32 0.54 -1.57 -0.2943
C 3.355 1.262 -1.409 -0.63 -0.16 0.25 -0.0068
C 3.602 1.650 -2.729 -0.16 0.09 -0.43 -0.0367
C 2.588 2.037 -3.570 0.30 -0.01 0.09 -0.0204
C 1.252 2.005 -3.128 -0.13 -0.18 0.50 -0.1566
C 0.139 2.397 -3.900 -0.10 -0.06 0.24 0.0169
C -1.118 2.293 -3.363 0.14 0.03 -0.07 -0.0352
C -1.281 1.715 -2.093 0.07 -0.13 0.39 -0.1404
N -0.268 1.314 -1.355 0.23 -0.25 0.04 0.0158
C 0.984 1.528 -1.817 0.57 0.44 -0.23 -0.1980
C 2.168 1.840 3.026 0.04 -0.02 -0.38 -0.2625
C 2.878 1.506 4.168 0.20 0.01 -0.15 -0.0616
C 2.462 1.990 5.398 0.00 0.19 -0.11 -0.0719
C 1.330 2.789 5.478 0.11 -0.01 0.03 -0.0948
C 0.634 3.134 4.328 0.04 -0.09 -0.16 -0.0736
C 1.073 2.682 3.091 -0.04 0.12 -0.12 -0.0997
H 4.171 1.013 -0.749 0.11 -0.03 -0.14 0.1095
H 4.624 1.655 -3.076 0.07 0.05 -0.08 0.1157
H 2.800 2.371 -4.572 0.05 0.05 -0.17 0.1162
H 0.292 2.791 -4.894 0.00 0.04 -0.10 0.1254
H -1.985 2.626 -3.907 -0.13 0.01 -0.07 0.1105
H -2.271 1.573 -1.673 0.01 -0.07 0.02 0.1110
H 3.765 0.900 4.069 0.07 -0.15 0.09 0.1249
H 3.023 1.751 6.289 0.05 -0.04 0.06 0.1167
H 1.011 3.172 6.437 -0.04 0.04 0.07 0.1096
H -0.235 3.771 4.384 -0.03 0.10 0.00 0.1128
H 0.585 3.010 2.186 -0.09 -0.06 -0.04 0.0737
Br -1.478 1.262 1.416 -0.52 0.37 0.06 0.3889

=====

38
Properties=species:S:1:pos:R:3:forces:R:3:lowdin_charge:R:1 method="wB97M-V/def2-TZVPD" homo_ev=-14.4 lumo_energy_ev=-7.4 total_charge=+2
Ga 0.209 -0.624 -0.950 -0.56 0.51 0.34 0.8519
S -2.334 0.970 -4.082 0.29 -0.36 0.35 1.1360
C -2.256 -0.699 -4.437 0.03 0.01 0.06 -0.3536
C -1.463 -1.409 -3.576 -0.19 0.11 -0.20 -0.1713
C -0.900 -0.572 -2.600 0.83 0.62 1.03 -0.2487
C -1.283 0.761 -2.732 -0.21 -0.91 -0.48 -0.5147
C -0.794 1.823 -1.879 0.10 0.69 0.21 -0.2578
C -1.182 3.161 -1.983 0.16 -0.29 0.04 0.0210
C -0.544 4.117 -1.213 0.12 -0.32 0.04 0.0086
C 0.461 3.720 -0.333 -0.06 -0.12 -0.07 -0.0124
C 0.733 2.374 -0.204 0.16 0.18 0.24 -0.0756
N 0.123 1.446 -0.952 -0.21 -0.50 -0.17 0.0394
H -2.798 -1.088 -5.280 -0.11 -0.02 -0.14 0.0868
H -1.304 -2.471 -3.661 0.02 -0.08 -0.03 0.1148
H -1.962 3.439 -2.677 0.00 0.01 -0.07 0.1195
H -0.817 5.158 -1.299 0.00 0.06 -0.03 0.1330
H 1.020 4.449 0.231 0.00 -0.01 0.17 0.1240
H 1.460 2.012 0.517 -0.04 0.05 -0.10 0.1236
Br 4.924 -1.067 3.774 -0.42 -0.01 -0.47 0.9039
C 3.661 -1.060 2.381 0.01 0.02 -0.15 -0.6222
C 4.060 -0.957 1.045 -0.04 -0.06 0.33 -0.0431
C 3.090 -0.919 0.064 0.28 0.04 -0.19 -0.0557
N 1.781 -0.979 0.343 -0.62 0.02 -0.52 0.0430
C 1.378 -1.133 1.626 0.50 0.04 0.16 -0.1691
C 2.295 -1.166 2.662 0.22 0.07 -0.12 -0.0100
C -0.074 -1.303 1.827 -0.54 -0.11 0.24 -0.1680
C -0.667 -1.585 3.047 -0.17 0.03 -0.07 -0.0075
C -2.052 -1.788 3.101 -0.06 0.04 -0.22 -0.6265
Br -2.898 -2.125 4.739 0.23 0.06 -0.39 0.9048
C -2.790 -1.745 1.913 0.19 -0.03 0.41 -0.0404
C -2.124 -1.464 0.741 -0.22 -0.01 -0.20 -0.0468
N -0.811 -1.224 0.703 0.38 0.12 -0.22 0.0420
H 5.108 -0.912 0.784 -0.01 0.02 -0.07 0.1279
H 3.360 -0.855 -0.987 0.01 0.08 0.17 0.1428
H 1.981 -1.262 3.688 -0.10 -0.04 0.05 0.1178
H -0.098 -1.654 3.960 0.10 0.00 0.00 0.1173
H -3.854 -1.928 1.913 -0.03 -0.01 -0.03 0.1272
H -2.638 -1.443 -0.215 -0.03 0.10 0.11 0.1380